21
Properties=species:S:1:pos:R:3:forces:R:3:lowdin_charge:R:1 method="wB97M-V/def2-TZVPD" s2=0.7505 multiplicity=2 lumo_ev="0.7648 / 0.6549" homo_lumo_gap_ha="0.1431 / 0.4575"
C 0.187770 0.749256 -1.332152 -0.44 -0.27 -0.78 -0.06
C 0.327406 0.076963 0.020559 0.04 -0.25 -0.29 -0.41
N 0.914824 0.983852 1.038684 -0.41 0.80 0.38 -0.01
C -0.226915 1.574750 1.865274 0.59 0.84 -0.41 -0.21
C -1.487645 0.861612 1.390546 0.08 0.46 0.14 -0.18
C -0.926728 -0.391444 0.738532 -0.02 0.06 0.54 -0.17
H -0.696519 0.363726 -1.841708 -0.22 0.03 0.11 0.08
H 0.992485 0.486461 -2.020738 0.31 0.06 0.31 0.07
H 0.114609 1.833261 -1.328779 -0.07 0.06 0.27 0.07
H 0.979722 -0.784787 -0.073191 0.38 -0.04 -0.02 0.11
H 1.450422 1.774938 0.641649 0.23 -0.26 -0.18 0.07
H 1.589888 0.451880 1.675140 0.18 -0.20 0.20 0.03
H 0.072698 1.479166 2.909654 -0.24 -0.40 0.06 0.08
H -0.241745 2.652171 1.649615 -0.06 -0.32 0.04 0.10
H -2.148919 0.665905 2.238682 -0.07 -0.08 -0.20 0.11
H -1.992694 1.516322 0.666516 -0.07 -0.32 0.18 0.11
H -1.626512 -0.972675 0.148094 0.00 0.03 -0.27 0.12
H -0.549872 -1.012258 1.559878 -0.19 -0.25 -0.10 0.10
H 1.730378 -3.071452 -3.161182 0.13 -0.13 -0.09 0.03
H 0.511106 -4.017451 -3.140786 0.16 0.05 -0.03 0.03
O 0.822672 -3.149918 -2.863857 -0.30 0.12 0.14 -0.07


83
Properties=species:S:1:pos:R:3:forces:R:3:lowdin_charge:R:1 method="wB97M-V/def2-TZVPD" total_charge=-2 lumo_ev=3.3877 homo_lumo_gap_ha=0.1716
Na 0.691998 0.665830 0.198867 -0.07 -0.04 0.23 0.31
C 5.628296 1.710212 -1.135681 0.01 -0.03 -0.05 -0.08
C 4.318868 2.114191 -0.808089 -0.03 0.00 -0.05 -0.16
N 3.654438 1.646187 0.211962 -0.04 -0.10 -0.02 0.14
C 4.239470 0.713566 1.001912 -0.04 -0.03 0.02 -0.15
C 5.555896 0.244108 0.769618 0.00 0.02 -0.01 -0.18
C 6.237696 0.780039 -0.347734 0.01 -0.06 0.03 -0.05
C 6.143565 -0.707195 1.639523 -0.02 -0.01 -0.01 -0.10
C 5.417883 -1.146659 2.719040 0.02 0.04 0.00 -0.13
C 4.121533 -0.689557 2.979856 -0.03 0.03 -0.09 -0.05
C 3.467825 0.214877 2.130127 0.15 0.16 0.20 -0.24
N 2.192142 0.614373 2.252013 -0.24 -0.17 -0.16 0.09
C 1.575213 0.769775 3.432235 0.07 -0.06 0.06 -0.23
C 2.199007 1.179971 4.620179 -0.04 -0.04 0.01 -0.05
C 1.471418 1.472863 5.778515 0.01 0.00 -0.01 -0.13
C 0.105177 1.358194 5.833340 -0.01 0.01 0.02 -0.10
C -0.583244 0.914852 4.677827 0.01 -0.02 -0.02 -0.18
C -1.987577 0.761585 4.638529 0.01 0.01 0.01 -0.04
C -2.598694 0.323637 3.499460 -0.02 -0.01 0.01 -0.07
C -1.798356 0.015544 2.381735 0.01 -0.03 -0.01 -0.14
N -0.495164 0.137266 2.385572 -0.01 0.16 -0.09 0.13
C 0.128888 0.601203 3.493639 0.03 -0.02 0.00 -0.14
H 6.119969 2.117058 -2.010811 -0.01 0.02 0.00 0.09
H 3.804166 2.842708 -1.427257 -0.01 0.00 -0.02 0.10
H 7.241904 0.430118 -0.568006 -0.01 0.01 0.01 0.10
H 7.145085 -1.071689 1.439898 0.00 0.01 0.00 0.08
H 5.858137 -1.874571 3.394346 -0.01 0.00 0.00 0.09
H 3.576770 -1.072207 3.833504 0.02 -0.02 0.00 0.10
H 3.273787 1.309671 4.612981 0.00 0.02 0.03 0.10
H 2.009476 1.816301 6.657444 0.02 -0.01 -0.01 0.09
H -0.450925 1.601982 6.731461 -0.01 -0.01 0.00 0.08
H -2.566885 1.005366 5.523789 0.01 0.01 0.00 0.10
H -3.674898 0.216092 3.440806 0.00 -0.01 -0.01 0.09
H -2.246139 -0.321642 1.451570 0.00 0.05 0.00 0.10
C -0.987142 1.886382 -3.879641 -0.06 0.04 -0.02 -0.08
N -0.201114 0.708681 -4.175530 -0.07 0.03 -0.03 -0.17
C 0.178196 0.503640 -5.564642 -0.03 -0.01 -0.01 -0.08
C 0.701027 0.300127 -3.188678 -0.14 0.08 0.11 -0.43
N 0.993766 0.973428 -2.150444 0.50 -0.39 -0.20 0.17
N 1.164827 -0.986528 -3.475893 0.05 0.06 0.17 0.13
C 2.236995 -1.665801 -2.885200 -0.24 0.11 -0.19 -0.55
N 2.071533 -3.041349 -3.018049 0.26 -0.06 0.23 0.12
N 3.248868 -1.047664 -2.436609 0.30 0.22 0.13 0.13
H -1.853755 1.911402 -4.541696 0.01 0.01 -0.03 0.08
H -0.425867 2.825521 -4.005691 0.01 0.01 -0.02 0.09
H -1.349844 1.822157 -2.852734 0.01 -0.05 -0.02 0.06
H -0.391968 1.195716 -6.184608 -0.01 0.00 0.00 0.07
H -0.043318 -0.508844 -5.909585 0.02 0.00 0.01 0.07
H 1.243792 0.690178 -5.731747 0.00 0.02 -0.01 0.09
H 0.623367 1.917490 -2.176512 -0.13 -0.12 -0.06 0.05
H 0.452508 -1.602641 -3.841674 -0.05 0.05 0.12 0.13
H 1.134345 -3.344435 -2.754308 -0.46 -0.06 -0.04 0.04
H 2.750566 -3.532539 -2.453181 0.01 0.02 -0.06 0.08
H 3.908859 -1.703251 -2.023688 -0.05 0.04 -0.02 0.03
O -0.255281 2.865337 0.577582 0.03 0.05 -0.11 -0.13
N -1.395110 3.222877 0.231264 0.03 0.00 0.04 -0.06
N -2.083414 2.312363 -0.402493 -0.17 0.01 -0.02 -0.27
O -1.654488 1.110908 -0.680474 0.11 0.04 0.07 -0.16
C -3.387107 2.683945 -0.813020 0.04 -0.03 0.00 -0.18
C -3.887845 3.979956 -0.658247 0.00 0.00 0.04 -0.04
C -5.166333 4.274807 -1.097113 -0.01 -0.01 -0.01 -0.12
C -5.962558 3.300756 -1.693268 0.01 -0.01 0.00 -0.13
C -5.456572 2.018047 -1.842819 0.01 0.01 0.01 -0.10
C -4.175768 1.703661 -1.408962 0.00 0.00 -0.02 -0.02
H -3.267601 4.731494 -0.194297 0.00 0.00 -0.01 0.09
H -5.547727 5.282273 -0.974928 0.01 0.00 0.01 0.09
H -6.961408 3.542091 -2.036490 0.00 0.00 0.01 0.08
H -6.062969 1.246561 -2.302979 0.01 0.00 0.00 0.09
H -3.749666 0.716619 -1.517890 -0.01 0.00 0.00 0.11
I -5.420681 -5.988097 2.383073 0.04 0.01 -0.02 0.75
C -3.899914 -5.119707 1.213903 -0.07 -0.03 0.03 -0.74
C -3.223480 -4.010519 1.696467 0.04 -0.01 -0.03 -0.15
C -2.226458 -3.445965 0.910964 0.03 -0.02 0.04 -0.01
C -1.922226 -3.967221 -0.341149 -0.01 0.03 -0.02 -0.12
C -2.617469 -5.078781 -0.798078 -0.07 0.01 -0.03 -0.03
C -3.608013 -5.670639 -0.023618 0.04 0.03 0.00 -0.17
C -0.820489 -3.317408 -1.189857 0.15 0.20 0.19 -0.66
O -0.765968 -3.681647 -2.394060 0.13 -0.08 -0.13 -0.08
O -0.085893 -2.510834 -0.594774 -0.06 -0.07 -0.17 -0.01
H -3.458018 -3.595537 2.667798 -0.01 0.00 0.00 0.09
H -1.655188 -2.594114 1.259160 0.00 -0.02 -0.02 0.10
H -2.371142 -5.465656 -1.778866 0.01 0.01 0.00 0.11
H -4.143584 -6.541291 -0.378889 -0.01 0.00 0.00 0.08


11
Properties=species:S:1:pos:R:3:forces:R:3:lowdin_charge:R:1 method="wB97M-V/def2-TZVPD" total_charge=-1 lumo_ev=3.5715 homo_lumo_gap_ha=0.2342
C -0.134601 -0.669554 2.640146 -0.81 -1.00 0.39 -0.56
S -1.523919 -0.590619 1.465733 0.15 -0.21 -0.09 0.08
S -1.014827 1.072211 0.365322 -0.13 0.36 -0.31 -0.21
H 0.127926 -1.720542 2.829361 -0.34 0.06 0.15 0.01
H 0.706245 -0.284627 2.108978 0.59 0.83 0.06 -0.02
H -0.419920 -0.187863 3.592356 0.59 0.08 -0.51 0.02
H 0.657554 1.009125 -1.286780 0.27 0.13 1.30 -0.03
O 1.610828 0.865701 -1.538832 -0.31 -0.31 -0.78 -0.01
C 1.553893 -0.343145 -2.099114 -1.29 -0.70 -1.00 -0.44
O 2.060528 -0.655139 -3.149167 0.75 0.18 0.55 0.02
H 0.828878 -1.061739 -1.628222 0.53 0.58 0.23 0.14


We obtain energy relative to the best compared isomer or geometry (same formula, charge and spin) values of 167.01 115.00 51.36 kJ/mol for the records listed above, in that order.
We obtain energy values of -328.77351 -2661.55250 -1026.11822 a.u. for the records listed above, in that order.